# C20H30B2BeN2O20

C20H30B2BeN2O20 as an isolated structure (the ωB97M-V functional and the def2-TZVPD basis, the OMol25 dataset).

Structure (ORCA input):
```
! RIJCOSX wB97M-V def2-TZVPD def2/J DEFGRID3
* xyz 0 1
Be -0.09641 -0.38426 0.19813
O -3.06436 -2.61347 -7.60184
C -3.08505 -2.09420 -6.53127
O -3.22072 -2.65232 -5.33151
B -3.16248 -1.56339 -4.32577
O -3.15656 -0.31591 -5.04056
C -3.14684 -0.54164 -6.35675
O -3.24921 0.27614 -7.19531
O -1.98586 -1.73773 -3.43900
C -2.39605 -1.82965 -2.20273
O -1.73458 -2.02890 -1.21666
C -3.93577 -1.85531 -2.19833
O -4.34749 -1.74173 -3.43499
O -4.58966 -1.86782 -1.19232
O 0.66251 3.05914 3.03043
C 1.79289 2.66487 3.16114
O 2.71965 3.06577 3.98750
B 3.91017 2.17087 3.88696
O 3.55855 1.21843 2.80857
C 2.32845 1.41017 2.42430
O 1.74235 0.69579 1.65345
O 5.14720 2.84782 3.45346
C 6.15578 2.56705 4.26506
O 7.28175 2.92028 4.19715
C 5.55743 1.74051 5.39920
O 4.24607 1.59572 5.19158
O 6.15578 1.35745 6.34830
C 1.04240 2.86771 -0.43573
O -0.01402 2.01596 -0.05618
C -1.22738 2.67739 0.24849
C -1.92682 1.77785 1.24895
N -2.16929 0.48229 0.54337
C -2.88798 -0.39166 1.53158
C -2.01884 -0.71263 2.73102
O -0.64028 -0.59220 2.44624
C 0.08240 -0.73815 3.67142
H 1.39780 3.48982 0.38995
H 0.75279 3.58329 -1.21519
H 1.84340 2.25417 -0.84256
H -1.76940 2.94905 -0.66079
H -1.07208 3.57897 0.85654
H -2.87333 2.25426 1.51197
H -1.22206 1.57975 2.04846
H -2.94093 0.65952 -0.09671
H -3.23391 -1.27771 0.99903
H -3.74957 0.20022 1.84573
H -2.30684 -1.70457 3.09297
H -2.26959 0.02179 3.50229
H 1.11180 -0.44194 3.49313
H 0.20699 -1.81134 3.83546
H -0.21456 -0.18116 4.55684
C -0.46095 -3.17778 1.28092
O 0.38665 -2.20942 0.67989
C 1.49609 -2.78675 0.01923
C 2.51053 -1.73605 -0.30888
N 1.77404 -0.77791 -1.08420
C 1.22991 -1.18943 -2.37806
C 0.65627 -0.05592 -3.17785
O -0.37031 0.42251 -2.32714
C -1.12315 1.48012 -2.90955
H 0.13518 -3.70387 2.03568
H -0.80095 -3.92077 0.55793
H -1.28837 -2.73188 1.80281
H 1.22304 -3.39582 -0.84645
H 2.01016 -3.49433 0.68227
H 3.29102 -2.16484 -0.94905
H 2.96015 -1.25578 0.55614
H 2.24581 0.11547 -1.16927
H 0.46884 -1.94899 -2.17569
H 1.92749 -1.86251 -2.90168
H 0.27840 -0.53799 -4.08251
H 1.42656 0.67929 -3.42807
H -1.47273 1.17671 -3.89466
H -0.51802 2.39194 -2.86783
H -1.97392 1.77959 -2.29848
*
```

The energy above the lowest of the compared OMol25 structures with the same formula, charge and spin is 0.0 kJ/mol. The calculation puts the HOMO-LUMO gap at 9.20 eV. Its total energy is -66919.610 eV.

# C20H30BF6FeN3O3

C20H30BF6FeN3O3 as an isolated structure (the ωB97M-V functional and the def2-TZVPD basis, the OMol25 dataset).

Structure (ORCA input):
```
! RIJCOSX wB97M-V def2-TZVPD def2/J DEFGRID3
* xyz 1 2
Fe -0.97014 0.12523 1.98053
C -1.07045 -0.60397 4.89253
C 0.23186 -1.08443 4.26881
N -0.00803 -1.45871 2.85020
C -0.78958 -2.72189 2.70975
C -1.86258 -2.55488 1.64897
N -2.43586 -1.19549 1.78348
C -3.39391 -1.10702 2.92569
C -3.16767 0.14507 3.75175
N -1.72149 0.34444 3.97132
H -1.74444 -1.43961 5.07806
H -0.86805 -0.14829 5.86227
H 0.96652 -0.27756 4.27018
H 0.64963 -1.92144 4.83385
H 0.89575 -1.59475 2.41105
H -0.13202 -3.55275 2.45652
H -1.23355 -2.95310 3.67720
H -1.43448 -2.63548 0.65646
H -2.63498 -3.31908 1.76270
H -2.93459 -0.96930 0.93042
H -4.41884 -1.12674 2.55593
H -3.26211 -1.99794 3.54009
H -3.52909 1.01926 3.21620
H -3.72017 0.06590 4.69239
H -1.56820 1.29987 4.27489
C 4.18732 1.51514 -4.21902
C 3.83381 0.03348 -4.34727
C 5.12936 -0.78283 -4.23907
C 3.19844 -0.19357 -5.72623
C 2.85725 -0.42055 -3.26119
C 2.43384 -1.75680 -3.23880
C 1.54671 -2.25580 -2.29310
C 1.08988 -1.35927 -1.35494
O 0.20602 -1.55758 -0.29934
B 0.06945 -0.31261 0.30752
O 0.87696 0.62314 -0.31271
C 1.49517 -0.04542 -1.35871
C 2.37412 0.45902 -2.29107
H 4.88311 1.78894 -5.01262
H 4.67210 1.73571 -3.26590
H 3.30651 2.15233 -4.31986
H 5.83434 -0.46568 -5.00938
H 4.94873 -1.84983 -4.37223
H 5.60028 -0.63775 -3.26513
H 3.88506 0.13050 -6.51016
H 2.27262 0.37569 -5.82652
H 2.96891 -1.24541 -5.89869
H 2.80857 -2.43815 -3.99069
H 1.23188 -3.29018 -2.29895
H 2.66577 1.49821 -2.25678
C -1.28486 3.02737 -0.57824
C -2.19337 2.47404 0.51410
O -1.50144 1.73376 1.45706
C -2.83171 3.66321 1.27353
F -1.87217 4.36725 1.88356
F -3.68981 3.25700 2.22877
F -3.49628 4.48439 0.45912
C -3.29004 1.60084 -0.12608
F -4.13773 1.08513 0.79992
F -4.02562 2.25268 -1.01740
F -2.73072 0.53696 -0.74162
H -0.52998 3.65766 -0.11301
H -1.85050 3.61619 -1.29785
H -0.78550 2.20544 -1.08225
*
```

The calculation puts the HOMO-LUMO gap (spin up / spin down) at 7.90 / 8.13 eV. Its total energy is -83206.045 eV. Its expectation value of S² is 0.766.

# C20H30Cl6O16S

C20H30Cl6O16S as an isolated structure (the ωB97M-V functional and the def2-TZVPD basis, the OMol25 dataset).

Structure (ORCA input):
```
! RIJCOSX wB97M-V def2-TZVPD def2/J DEFGRID3
* xyz 0 1
C -0.30557 -16.81460 28.24030
Cl -0.13141 -18.55331 28.85497
Cl -1.86262 -16.52583 27.49527
Cl 1.03422 -16.34439 27.19996
H -0.16739 -16.28113 29.18073
C 2.38886 -14.16859 24.92129
Cl 2.60816 -13.04386 23.54010
Cl 3.47713 -13.57219 26.19227
Cl 3.03727 -15.77229 24.45438
H 1.36763 -14.21389 25.29961
C 2.37077 -19.96349 31.73268
C 3.15773 -21.24874 31.51888
C 2.35640 -22.35674 30.83545
O 3.12113 -22.56249 29.68253
C 4.19691 -21.80806 29.61513
O 5.05136 -21.88877 28.76961
O 4.17561 -20.95355 30.67765
H 1.55096 -20.16007 32.42359
H 1.83363 -19.57943 30.86545
H 3.03751 -19.19358 32.12100
H 3.65837 -21.61788 32.41397
H 1.39725 -21.88239 30.62778
H 2.29656 -23.24435 31.46525
C -4.66039 -15.41852 28.47883
C -4.87100 -14.28913 27.48996
C -6.09281 -14.39167 26.57119
O -6.85297 -13.30698 27.03442
C -6.09833 -12.41772 27.70621
O -6.37547 -11.20974 27.96229
O -5.01481 -13.08123 28.16864
H -3.84077 -15.12030 29.13259
H -4.31094 -16.32248 27.97997
H -5.53485 -15.60441 29.10243
H -3.95265 -14.07134 26.94471
H -6.69292 -15.30060 26.61399
H -5.94711 -14.07065 25.53977
C -3.23014 -17.69561 30.62048
C -3.40676 -18.86586 31.56646
C -3.15617 -20.23080 31.00577
O -2.49802 -20.96656 32.00138
C -1.95609 -20.10513 32.86212
O -1.07361 -20.32363 33.71348
O -2.36057 -18.81496 32.51120
H -3.52983 -16.77799 31.12669
H -3.83020 -17.90627 29.73524
H -2.18512 -17.46885 30.40932
H -4.31607 -18.85653 32.16743
H -2.67864 -20.21431 30.02607
H -4.08844 -20.77541 30.85620
C 3.35985 -19.11000 26.86822
C 3.74726 -20.10527 25.82968
C 3.12180 -21.44020 26.24382
O 2.39601 -21.80857 25.09823
C 2.49469 -20.85625 24.16288
O 1.93586 -20.89756 23.06500
O 3.16962 -19.80376 24.59346
H 3.61590 -19.32696 27.90526
H 2.30263 -18.85955 26.78072
H 3.82452 -18.14305 26.67538
H 4.80644 -20.22602 25.60239
H 2.51306 -21.33053 27.14132
H 3.92329 -22.13630 26.49112
C -1.48243 -15.12768 32.46763
C -2.08150 -15.77978 33.74613
O -0.98924 -16.57100 34.22139
S 0.38430 -16.52124 33.18910
O 0.31780 -17.46070 32.05711
O 1.68560 -16.60267 33.84769
O -0.05402 -15.04000 32.61240
H -1.91927 -14.14374 32.29701
H -1.73081 -15.72220 31.58845
H -2.91185 -16.44074 33.49763
H -2.22249 -15.07288 34.56376
*
```

The energy above the lowest of the compared OMol25 structures with the same formula, charge and spin is 219.0 kJ/mol. The calculation puts the HOMO-LUMO gap at 10.28 eV. Its total energy is -139953.454 eV.

# C20H30ClO19

A 6-piece molecular cluster, C20H30ClO19 overall (the ωB97M-V functional and the def2-TZVPD basis, the OMol25 dataset).

Structure (ORCA input):
```
! RIJCOSX wB97M-V def2-TZVPD def2/J DEFGRID3
* xyz 0 2
Cl 0.89106 0.19742 -0.09403
O 2.20358 0.00352 -0.68402
O 1.20326 0.53681 1.30524
O 0.32689 1.38303 -0.71241
O 0.02936 -1.01053 -0.15620
C -4.93641 -1.77321 -1.55453
C -4.76743 -0.50449 -0.70917
C -3.27523 -0.08357 -0.54877
O -3.20728 1.20084 -1.03752
C -4.49486 1.57818 -1.47781
O -4.79107 2.54277 -2.15799
O -5.34390 0.53643 -1.33622
H -4.59679 -1.53303 -2.56204
H -5.99873 -2.01551 -1.58376
H -4.51729 -2.70441 -1.17332
H -5.13526 -0.75252 0.28646
H -2.57644 -0.67590 -1.13948
H -3.01600 0.06360 0.49967
C 0.38068 2.73497 4.12390
C -0.95615 2.77227 3.39036
C -1.41882 1.33765 3.10325
O -2.78895 1.38003 3.44533
C -3.05470 2.47923 4.09576
O -4.14797 2.75174 4.54535
O -1.84182 3.15904 4.34406
H 0.92818 3.67744 4.13426
H 1.01915 1.97261 3.67750
H 0.16760 2.41886 5.14506
H -0.82327 3.33853 2.46851
H -0.83824 0.64875 3.71682
H -1.31442 1.19454 2.02774
C -2.96797 4.84179 -1.29227
C -1.49408 4.32166 -1.03198
C -0.52866 4.48565 -2.08603
O 0.68188 4.92834 -1.51953
C 0.47057 5.03227 -0.14408
O 1.39469 5.09931 0.67058
O -0.88589 5.07074 0.05345
H -3.63231 4.67010 -0.44536
H -3.20300 4.32954 -2.22526
H -3.07966 5.91599 -1.43966
H -1.63185 3.30754 -0.65693
H -0.86896 5.01181 -2.97791
H -0.37706 3.46169 -2.42752
C -0.67698 -3.62585 -2.30011
C -0.16510 -4.95601 -1.70711
C 1.00214 -5.57949 -2.49596
O 2.10957 -5.46865 -1.63868
C 1.71375 -4.85413 -0.41720
O 2.49483 -4.51625 0.50985
O 0.31735 -4.82185 -0.37430
H -1.66332 -3.43956 -1.87524
H -0.89924 -3.66129 -3.36662
H -0.06801 -2.75291 -2.06511
H -0.98642 -5.67230 -1.72842
H 1.09692 -5.19680 -3.51217
H 0.89517 -6.63894 -2.72883
C 5.66836 -3.25792 1.47555
C 5.33635 -2.22306 0.42514
C 5.68416 -0.79215 0.60808
O 6.94151 -0.60724 -0.14141
C 7.13988 -1.62002 -0.98105
O 8.00083 -1.72220 -1.85930
O 6.22498 -2.52140 -0.69896
H 5.24163 -3.07759 2.46220
H 6.73193 -3.48185 1.55793
H 5.27230 -4.20538 1.11011
H 4.28579 -2.13858 0.14714
H 6.03162 -0.48769 1.59534
H 5.08362 -0.01240 0.13965
*
```

The calculation puts the HOMO-LUMO gap (spin up / spin down) at 10.43 / 4.10 eV. Its total energy is -72638.543 eV. Its expectation value of S² is 0.765.

# C20H30F18FeO15P3

C20H30F18FeO15P3 as an isolated structure (the ωB97M-V functional and the def2-TZVPD basis, the OMol25 dataset).

Structure (ORCA input):
```
! RIJCOSX wB97M-V def2-TZVPD def2/J DEFGRID3
* xyz -1 5
Fe -1.52590 1.47465 0.68804
P -1.12551 -1.38029 -0.03752
F -2.24936 -2.29979 0.54597
F -0.97498 -0.57810 1.42510
F -0.05455 -2.53610 0.33924
F 0.17562 -0.40167 -0.35609
F -1.29834 -1.88200 -1.54927
F -2.23279 -0.18476 -0.34954
P -2.04363 3.04506 -1.70748
F -0.96446 3.87535 -2.51362
F -1.01966 1.76934 -1.41962
F -1.51045 3.78773 -0.31817
F -3.04668 2.35852 -0.57643
F -3.08444 4.28233 -1.86519
F -2.69543 2.21655 -2.90160
P -3.36124 1.64021 3.09253
F -2.64649 2.66171 1.98138
F -3.54654 0.75021 1.74974
F -1.78790 1.07418 3.23366
F -3.90764 0.51956 4.08621
F -2.98996 2.58468 4.35034
F -4.75785 2.37392 2.92067
C 2.77627 -3.06115 4.05139
C 1.59618 -2.21193 4.46116
C 0.39633 -2.42171 3.48134
O -0.59897 -3.01360 4.32135
C -0.19247 -3.06794 5.58168
O -0.88698 -3.45586 6.47632
O 1.05941 -2.59410 5.73559
H 2.68957 -4.09590 4.38555
H 3.68629 -2.78209 4.59579
H 2.95189 -2.91452 2.98768
H 1.78440 -1.14779 4.58269
H 0.67637 -3.10020 2.68327
H 0.08716 -1.43455 3.15615
C 3.04465 -2.46231 -3.07780
C 1.63131 -2.92654 -3.49766
C 0.91133 -1.99331 -4.49044
O 0.82023 -2.67711 -5.72201
C 1.29116 -3.92399 -5.56155
O 1.17734 -4.80472 -6.35267
O 1.87077 -4.06268 -4.34840
H 3.55849 -3.37770 -2.80065
H 2.95402 -1.81192 -2.20158
H 3.50843 -1.78457 -3.79278
H 0.98279 -3.29011 -2.70241
H 1.42498 -1.02513 -4.44145
H -0.05194 -1.61114 -4.14017
C -5.07376 -0.03754 -2.81380
C -4.64799 -0.30096 -4.25038
C -3.97448 -1.67487 -4.45351
O -5.05391 -2.51461 -4.87275
C -6.02630 -1.73503 -5.34666
O -6.94961 -2.07340 -6.02523
O -5.82863 -0.42699 -5.04435
H -5.76134 -0.81331 -2.46592
H -5.65312 0.88006 -2.71267
H -4.17843 0.02196 -2.19594
H -3.96695 0.51712 -4.48536
H -3.40666 -2.01678 -3.59070
H -3.25349 -1.62331 -5.27404
C 1.80573 4.10217 5.23656
C 2.16929 3.00112 4.25342
C 1.79304 1.55630 4.54384
O 1.36344 1.04164 3.29929
C 1.06771 2.05576 2.49429
O 0.29596 2.03287 1.57953
O 1.45728 3.23462 3.02271
H 2.14247 5.05072 4.80128
H 2.30761 4.04440 6.19895
H 0.74273 4.34369 5.27290
H 3.21967 3.03318 3.94564
H 1.00199 1.55040 5.30091
H 2.60578 0.98545 4.99029
C 3.88226 0.23927 -0.40969
C 4.29790 1.64363 -0.86194
C 4.01227 1.80855 -2.37305
O 3.36192 3.06476 -2.46267
C 2.99552 3.45328 -1.24178
O 2.36081 4.44284 -1.04444
O 3.43176 2.62448 -0.27183
H 2.82314 -0.02059 -0.34327
H 4.00817 0.12179 0.67972
H 4.57718 -0.48112 -0.83787
H 5.33182 1.86741 -0.60157
H 3.31747 1.09221 -2.82175
H 4.90090 1.81006 -3.00692
*
```

The energy above the lowest of the compared OMol25 structures with the same formula, charge and spin is 157.9 kJ/mol. The calculation puts the HOMO-LUMO gap (spin up / spin down) at 10.44 / 9.19 eV. Its total energy is -163129.925 eV. Its expectation value of S² is 6.004.

# C20H30F2O18

A 6-piece molecular cluster, C20H30F2O18 overall (the ωB97M-V functional and the def2-TZVPD basis, the OMol25 dataset).

Structure (ORCA input):
```
! RIJCOSX wB97M-V def2-TZVPD def2/J DEFGRID3
* xyz 0 1
O 2.98097 -14.70132 -20.61911
C 4.17379 -14.91317 -20.30442
O 5.21778 -15.63791 -20.96301
C 6.39045 -15.64309 -20.16172
C 6.12781 -14.41204 -19.28449
F 6.55688 -13.33299 -19.88816
O 4.68443 -14.41695 -19.18013
H 6.39027 -16.51458 -19.50702
H 7.27412 -15.53238 -20.79018
H 6.74347 -14.44731 -18.38570
O 10.18464 -18.24547 -16.70275
C 11.02574 -17.34489 -16.87308
O 10.80701 -15.96502 -16.85768
C 11.99687 -15.32771 -16.54055
C 12.92047 -16.52165 -16.38614
F 13.11525 -16.68718 -15.09324
O 12.29344 -17.62126 -16.81732
H 12.24179 -14.68837 -17.38871
H 11.91271 -14.76516 -15.61075
H 13.92691 -16.41720 -16.79146
C 17.02843 -12.08905 -16.64286
C 16.26085 -11.35199 -15.60673
O 15.54188 -12.13772 -14.65128
C 16.21768 -12.65041 -13.55443
O 17.44380 -12.64297 -13.46039
O 15.32598 -13.05917 -12.65960
C 15.78087 -13.73836 -11.46281
H 16.50074 -13.01235 -16.88192
H 18.04711 -12.28973 -16.31099
H 17.12159 -11.50505 -17.55848
H 15.34924 -11.00926 -16.09623
H 16.67285 -10.46828 -15.11948
H 15.23707 -14.68294 -11.45143
H 15.66525 -13.24177 -10.49941
H 16.85013 -13.94705 -11.49791
C 16.77527 -20.76605 -11.90720
C 17.83603 -19.70483 -12.35513
O 18.99717 -19.83952 -11.51196
C 19.94570 -18.99317 -11.38915
O 19.90937 -17.76396 -11.70749
O 20.91131 -19.69401 -10.80083
C 22.12035 -19.05131 -10.42740
H 15.84770 -20.73022 -12.47853
H 16.28174 -20.56950 -10.95542
H 17.16463 -21.77764 -11.79243
H 17.25424 -18.80224 -12.16815
H 18.05643 -19.71838 -13.42253
H 22.67472 -18.50003 -11.18691
H 22.64630 -19.92279 -10.03755
H 22.12158 -18.32118 -9.61807
O 9.41476 -10.40082 -16.70441
C 8.41972 -10.50731 -16.05931
O 8.32074 -11.19096 -14.88202
C 6.95907 -11.01482 -14.31592
C 6.23800 -10.11165 -15.25668
O 7.17231 -9.87362 -16.25943
H 6.48342 -11.99375 -14.25622
H 6.98936 -10.67894 -13.27941
H 5.84840 -9.37322 -14.55595
H 5.38919 -10.73535 -15.53706
O 9.88332 -14.54635 -7.86059
C 9.77521 -15.52972 -8.58580
O 10.49418 -15.91329 -9.67107
C 10.10320 -17.07214 -10.32954
C 8.79610 -17.48044 -9.48670
O 8.79734 -16.46919 -8.46207
H 9.69334 -16.81908 -11.30732
H 10.81652 -17.89203 -10.41363
H 8.82002 -18.49630 -9.09227
H 7.88434 -17.22714 -10.02762
*
```

The energy above the lowest of the compared OMol25 structures with the same formula, charge and spin is 435.0 kJ/mol. The calculation puts the HOMO-LUMO gap at 10.53 eV. As for the SMILES: O=C1OC[C@@H](F)O1.O=C1OC[C@@H](F)O1.CCOC(=O)OC.CCOC(=O)OC.O=C1OCCO1.O=C1OCCO1. Its total energy is -63512.558 eV.